ORCA calculation (the ωB97M-V functional and the def2-TZVPD basis) on a cluster of 21 separate species, C63H123F9O39 in total in a non-equilibrium geometry.

Geometry (Å):
C 4.3166 -4.7798 1.1514
C 3.8815 -4.2157 -0.1566
C 4.2819 -5.0167 -1.3947
O 2.4627 -3.9971 -0.2284
H 3.9327 -4.2093 1.9826
H 5.3827 -4.9148 1.3529
H 3.8318 -5.7312 1.2588
H 4.2441 -3.1743 -0.2614
H 3.7830 -6.0221 -1.2800
H 5.3408 -5.2784 -1.3304
H 4.0254 -4.5121 -2.3118
H 2.2041 -3.5299 -1.0498
C 5.0240 0.2758 7.9909
C 4.0714 -0.1545 6.9215
C 2.9461 0.7693 6.7277
O 4.8070 -0.2332 5.7312
H 5.4575 1.1962 7.6478
H 5.8242 -0.4166 8.1784
H 4.4850 0.4336 8.9505
H 3.6735 -1.1742 7.1053
H 2.2169 0.8689 7.5190
H 2.2994 0.5149 5.9142
H 3.2426 1.8196 6.5173
H 4.2180 -0.4673 4.9680
C 2.1426 -0.4734 -2.9826
C 1.6798 -1.8506 -3.4294
C 2.8258 -2.5857 -4.0089
O 1.2595 -2.6328 -2.2720
H 1.3872 0.1851 -2.5668
H 2.6589 0.0042 -3.8091
H 2.8208 -0.6501 -2.1178
H 0.8759 -1.7600 -4.1490
H 2.6353 -3.6444 -4.2219
H 3.7100 -2.5230 -3.3652
H 3.1137 -2.1324 -4.9399
H 0.8652 -3.4636 -2.6324
C 2.6538 6.1690 4.0940
C 1.7270 4.9800 4.4439
C 1.0746 5.1385 5.7716
O 0.6698 4.8247 3.5016
H 3.4210 6.2923 4.8443
H 2.0963 7.0935 3.9800
H 3.2922 6.1271 3.2231
H 2.3470 4.0785 4.3968
H 0.4679 6.0627 5.8496
H 1.8620 5.3100 6.5456
H 0.4167 4.2529 5.8812
H 0.9405 4.7096 2.5660
C 2.6488 4.7133 -1.1595
C 2.0664 5.2725 0.1058
C 1.3857 6.6114 -0.0716
O 1.3095 4.2642 0.7739
H 1.8927 4.2207 -1.7278
H 3.3491 3.9378 -0.9240
H 3.1745 5.4873 -1.6984
H 2.9917 5.4033 0.7160
H 2.0776 7.3467 -0.4653
H 1.0361 6.9257 0.9080
H 0.5471 6.5614 -0.8233
H 0.5839 4.0685 0.1685
C 0.8210 -5.6405 -5.5993
C -0.2138 -5.7294 -4.4712
C -0.6922 -7.1254 -4.2595
O 0.2557 -5.1712 -3.2432
H 1.6389 -6.3793 -5.4970
H 1.2251 -4.6123 -5.7007
H 0.2933 -5.8750 -6.4924
H -1.0377 -5.0436 -4.6687
H -1.3988 -7.4313 -5.0365
H -1.3075 -7.1667 -3.3576
H 0.1303 -7.8375 -4.1729
H 0.8545 -5.7719 -2.7609
C -2.2393 -3.5160 -6.7695
C -2.0665 -2.2034 -7.4917
C -0.6981 -1.5750 -7.1393
O -2.3443 -2.3086 -8.9079
H -3.2102 -4.0057 -7.0197
H -2.1636 -3.2828 -5.7139
H -1.5018 -4.2574 -7.1241
H -2.8318 -1.4876 -7.1439
H 0.1436 -2.0767 -7.5880
H -0.5556 -1.6765 -6.0707
H -0.7425 -0.5416 -7.4202
H -1.7774 -2.9298 -9.3731
C 0.6882 -3.8129 5.8779
C 1.7887 -2.7846 5.4502
C 2.9858 -3.4963 4.9616
O 1.2256 -1.8968 4.4732
H 1.1727 -4.5254 6.5665
H 0.2740 -4.3821 5.0801
H -0.1144 -3.2951 6.3882
H 1.9618 -2.1782 6.3433
H 3.2443 -4.2759 5.6795
H 3.8589 -2.8596 4.7938
H 2.8035 -4.0270 3.9981
H 1.5219 -2.1556 3.5528
C -1.8938 7.8383 1.1689
C -1.9544 7.4444 2.6453
C -2.6226 6.1147 2.8827
O -0.5754 7.4067 3.1215
H -2.8804 8.0173 0.7413
H -1.4371 7.0787 0.5256
H -1.2385 8.7008 1.0915
H -2.5588 8.1867 3.2123
H -2.0160 5.2168 2.7299
H -3.5677 6.0666 2.3397
H -2.8946 6.0414 3.9646
H -0.3753 6.4710 3.3065
C -2.5357 -3.6787 -2.1439
C -3.3813 -4.0029 -3.3732
C -4.3960 -5.1375 -3.1266
O -4.0572 -2.8859 -3.9080
H -1.9908 -4.5271 -1.7585
H -3.2300 -3.2524 -1.4116
H -1.8190 -2.8604 -2.4305
H -2.7128 -4.3947 -4.1235
H -3.8415 -6.0266 -2.7651
H -4.7639 -5.5607 -4.0708
H -5.2416 -4.8298 -2.5133
H -3.3454 -2.2092 -3.9769
C 2.3776 6.3047 -4.6690
C 1.9227 6.3795 -6.1148
C 1.6650 5.0074 -6.6218
O 0.6596 7.0939 -6.1401
H 3.4214 5.9505 -4.5883
H 1.7651 5.5709 -4.1251
H 2.0925 7.2652 -4.2253
H 2.6935 6.8975 -6.6438
H 0.9268 4.4455 -6.0056
H 2.6001 4.4429 -6.6100
H 1.3997 5.0324 -7.6873
H 0.5827 7.6174 -6.9259
C -1.0571 -3.5146 1.0528
C -0.0009 -3.7782 2.0873
C 0.4231 -5.2282 2.0613
O 1.0622 -2.8466 1.8559
H -1.4291 -2.4960 1.1432
H -1.9462 -4.1559 1.1990
H -0.6462 -3.5771 0.0482
H -0.3783 -3.4653 3.0997
H 1.3385 -5.3894 2.6388
H 0.7311 -5.5164 1.0448
H -0.3877 -5.8938 2.3219
H 1.5956 -3.1423 1.0561
C -4.7082 1.2569 0.7801
C -5.0520 0.1856 -0.1441
O -6.3574 0.4833 -0.4932
C -6.9579 1.2938 0.3684
O -8.1126 1.5435 0.3577
O -6.0064 1.6824 1.2590
F -5.0931 -1.0473 0.4338
H -4.3200 2.0609 0.1405
H -4.0922 1.0257 1.6087
H -4.3987 0.1222 -1.0412
C -3.3051 -2.7588 5.2952
C -3.9485 -2.0251 6.4217
O -4.5681 -0.9425 5.7937
C -4.0106 -0.7518 4.5765
O -4.2306 0.1900 3.8632
O -3.2002 -1.7663 4.2497
F -2.9708 -1.4739 7.2431
H -3.8291 -3.6771 4.9667
H -2.2826 -3.0041 5.5245
H -4.6802 -2.4913 7.0455
C -0.5042 0.4449 3.8834
C -0.9966 1.5024 4.8566
O -1.4982 2.5343 4.0889
C -1.2233 2.2252 2.8195
O -1.6062 2.8481 1.8545
O -0.3818 1.1617 2.6631
F 0.0639 2.0371 5.5349
H -1.1981 -0.3672 3.7443
H 0.4553 -0.0569 4.0946
H -1.7605 1.3541 5.5805
C -2.8726 1.5831 -5.4676
C -1.4560 1.9207 -5.1086
O -0.8866 0.9021 -4.4040
C -1.8167 -0.0258 -4.3252
O -1.6348 -1.0052 -3.7183
O -2.9562 0.2296 -5.0105
F -1.3079 3.0638 -4.3749
H -3.1320 1.5933 -6.5160
H -3.6176 2.1964 -4.9143
H -0.8445 2.0071 -5.9895
C 7.3386 0.5756 -0.5363
C 6.6068 -0.6539 -1.1155
O 5.3770 -0.1866 -1.5587
C 5.3715 1.1999 -1.4175
O 4.4317 1.8734 -1.7193
O 6.5706 1.6658 -0.9971
F 6.3254 -1.5813 -0.1191
H 8.3668 0.7522 -0.8724
H 7.3069 0.5228 0.5576
H 7.2054 -1.1334 -1.8780
C -2.9500 4.5075 -0.6505
C -3.2450 4.1082 -2.0398
O -4.2660 5.0063 -2.4331
C -4.8150 5.5464 -1.2753
O -5.7391 6.2575 -1.2582
O -4.1683 5.1545 -0.1376
F -3.6315 2.7853 -2.2033
H -2.1897 5.2572 -0.8388
H -2.5966 3.8105 0.1488
H -2.3669 4.2211 -2.7190
C 2.8066 1.5359 2.5132
C 3.6507 1.6075 1.2548
O 3.7451 0.1766 1.0037
C 3.6477 -0.4889 2.1710
O 3.8375 -1.6705 2.3273
O 3.2458 0.3119 3.1033
F 4.9188 2.1034 1.4216
H 1.7682 1.4971 2.2624
H 3.0048 2.3377 3.2308
H 3.1276 2.1003 0.4718
C -0.0837 -0.3767 -0.2411
C -1.6343 -0.1600 -0.3350
O -1.7524 1.0991 -0.9161
C -0.5827 1.7945 -0.7592
O -0.5229 2.9486 -1.0797
O 0.4199 1.0216 -0.4021
F -2.2583 -0.1281 0.8469
H 0.3419 -1.0257 -0.9842
H 0.2241 -0.7299 0.7366
H -2.1256 -0.9228 -0.9155
C -5.6242 -4.0485 0.5068
C -6.7294 -5.1326 0.3530
O -6.0296 -6.2838 0.8700
C -4.6821 -6.0077 1.0600
O -3.8713 -6.7937 1.3992
O -4.4066 -4.7264 0.8514
F -7.1344 -5.3567 -0.9015
H -5.9243 -3.3086 1.2736
H -5.4933 -3.5124 -0.4475
H -7.5508 -4.8675 1.0135

Values from the calculation:
- frontier orbital gap (Ha) = 0.349
- electronic energy (eV) = -171637.485
- total charge = 0
- E_LUMO (Ha) = 0.005
- max |F| (eV Å⁻¹) = 3.6
- E_HOMO (eV) = -9.37


ORCA calculation (the ωB97M-V functional and the def2-TZVPD basis) on an isolated molecule of C5H8O2 in a non-equilibrium geometry.

Geometry (Å):
O 0.9392 1.1697 -0.7835
C 0.6081 0.5294 0.4432
C -0.8738 0.8041 0.8726
C -1.7045 -0.1395 -0.1024
O -0.7611 -0.9895 -0.7485
C 0.3525 -0.9443 0.1441
C 1.7725 -0.6019 0.3148
H 0.1505 1.1016 -1.4914
H -1.4669 1.8370 0.7238
H -1.0506 0.6543 1.9196
H -2.2632 0.4561 -0.8796
H -2.6008 -0.6578 0.3288
H 0.0466 -1.5305 0.9608
H 2.4904 -1.1177 1.0998
H 2.3398 -0.0711 -0.4392

Values from the calculation:
- frontier orbital gap (Ha) = 0.356
- electronic energy (eV) = -9403.979
- total charge = 0
- SMILES = O[C@@]12CCO[C@H]1C2
- E_LUMO (Ha) = 0.032
- energy relative to the best compared isomer or geometry (same formula, charge and spin) (eV) = 5.8529
- max |F| (eV Å⁻¹) = 4.2
- E_HOMO (eV) = -8.80


ORCA calculation (the ωB97M-V functional and the def2-TZVPD basis) on a structure of composition C41H53FN6O7Sb2Tl in a non-equilibrium geometry.

Geometry (Å):
Tl -3.0447 -1.4239 0.4231
O -7.0170 -0.0772 -2.1489
C -5.9698 -0.1608 -1.3502
O -4.9819 -0.8125 -1.5951
C -6.1387 0.6377 -0.0915
C -7.2428 1.4674 0.1180
C -7.3421 2.1310 1.3309
C -6.3322 1.9743 2.2694
C -5.2504 1.1536 1.9469
N -5.1676 0.4925 0.7988
C -4.1043 0.9171 2.8787
O -3.9188 1.7815 3.8622
O -3.3793 -0.0403 2.7551
H -6.9230 -0.6194 -2.9525
H -8.0003 1.5735 -0.6424
H -8.1903 2.7623 1.5444
H -6.4227 2.4616 3.2311
H -4.5519 2.5168 3.8747
C 3.4229 4.0668 0.7479
C 1.9376 4.4069 0.6600
N 1.1218 3.2758 0.2344
C 0.5606 2.4952 1.1816
C -0.2638 1.4362 0.9300
C -0.7041 0.5352 2.0494
O -0.9235 1.1208 3.1503
O -0.7842 -0.6827 1.8835
C -0.7032 1.1737 -0.4171
O -1.5891 0.3744 -0.7364
C -0.0081 1.9700 -1.4303
C -0.2513 1.6896 -2.7736
C 0.4470 2.3236 -3.7637
F 0.2084 1.9229 -5.0334
C 1.4030 3.3130 -3.4765
C 1.6051 3.6253 -2.1364
C 0.9290 2.9697 -1.0962
N 2.1291 3.9891 -4.4725
C 3.5727 3.8375 -4.4582
C 4.2290 4.9566 -5.2638
N 3.7025 4.9388 -6.6520
C 2.2274 5.1119 -6.6322
C 1.6122 3.9718 -5.8291
H 3.9828 4.9657 0.9927
H 3.7908 3.6704 -0.1956
H 3.6034 3.3276 1.5243
H 1.7737 5.2375 -0.0288
H 1.5788 4.7162 1.6428
H 0.8054 2.7391 2.2080
H -0.9933 0.9483 -3.0255
H 2.3230 4.3979 -1.9204
H 3.8734 2.8606 -4.8772
H 3.9399 3.8887 -3.4338
H 5.3135 4.8331 -5.2738
H 3.9903 5.9257 -4.8233
H 3.9239 4.0328 -7.0876
H 4.1526 5.6691 -7.2160
H 1.8358 5.1021 -7.6495
H 1.9981 6.0761 -6.1787
H 1.8272 3.0214 -6.3424
H 0.5320 4.1187 -5.7983
C -3.0048 -0.7946 5.4667
Sb -0.9774 -0.3068 4.8342
C -0.9519 1.5278 6.0022
C -1.3825 -3.9514 5.6666
C -0.0402 -4.0793 5.7451
C 0.6685 -3.4781 6.8532
C 2.0095 -3.5538 6.9684
C 2.7756 -4.2493 5.9869
C 2.1754 -4.8260 4.9214
C 0.7544 -4.8131 4.7534
C 0.1993 -5.5168 3.7158
Sb 0.0046 -3.7097 1.7885
C -0.1097 -5.5303 0.5707
C 2.1791 -3.6111 1.7578
H -2.9025 -1.1556 6.4828
H -3.4163 -1.5715 4.8383
H -3.6338 0.0824 5.4590
H -1.7338 1.5185 6.7525
H -1.1118 2.3521 5.3143
H 0.0059 1.6556 6.4932
H -1.9645 -4.3687 4.8629
H -1.9327 -3.4532 6.4468
H 0.0788 -2.9610 7.5956
H 2.5217 -3.0994 7.8015
H 3.8435 -4.3225 6.1122
H 2.7586 -5.3655 4.1908
H -0.8528 -5.7455 3.6958
H 0.8371 -6.1909 3.1666
H 0.8773 -5.8048 0.2127
H -0.7564 -5.3303 -0.2760
H -0.5268 -6.3564 1.1355
H 2.5883 -4.6079 1.6332
H 2.5193 -3.1966 2.6993
H 2.5074 -2.9722 0.9466
N 0.1585 -2.7714 -0.3766
C 0.4591 -2.8734 -1.4908
N 0.7639 -2.9657 -2.7288
C 1.6959 -3.9675 -3.2211
C 2.8966 -3.2751 -3.8600
C 2.4297 -2.3073 -4.9453
C 1.4416 -1.2950 -4.3657
C 0.2671 -2.0238 -3.7154
H 1.1721 -4.5741 -3.9654
H 2.0072 -4.6087 -2.3956
H 3.5575 -4.0265 -4.2900
H 3.4487 -2.7291 -3.0909
H 1.9472 -2.8658 -5.7495
H 3.2891 -1.7846 -5.3665
H 1.0673 -0.6406 -5.1536
H 1.9416 -0.6788 -3.6137
H -0.2862 -2.5887 -4.4725
H -0.4149 -1.3278 -3.2239

Values from the calculation:
- frontier orbital gap (Ha) = 0.244
- electronic energy (eV) = -87114.709
- total charge = +3
- E_LUMO (Ha) = -0.246
- energy relative to the best compared isomer or geometry (same formula, charge and spin) (eV) = 0.7739
- max |F| (eV Å⁻¹) = 1.7
- E_HOMO (eV) = -13.33


- What is the E_LUMO in the second record?
  0.032 Ha